{"formula": "C25H66N2O8", "method": "wB97M-V/def2-TZVPD", "elements": ["C", "C", "C", "O", "H", "H", "H", "H", "H", "H", "H", "H", "C", "C", "C", "O", "H", "H", "H", "H", "H", "H", "H", "H", "C", "C", "C", "O", "H", "H", "H", "H", "H", "H", "H", "H", "C", "C", "C", "O", "H", "H", "H", "H", "H", "H", "H", "H", "C", "C", "C", "O", "H", "H", "H", "H", "H", "H", "H", "H", "C", "C", "C", "O", "C", "N", "H", "H", "H", "H", "H", "H", "H", "H", "H", "H", "H", "C", "O", "C", "C", "N", "C", "C", "O", "C", "H", "H", "H", "H", "H", "H", "H", "H", "H", "H", "H", "H", "H", "H", "H"], "xyz": [[5.326, 3.665, 0.680], [4.125, 4.463, 0.208], [2.846, 3.672, 0.365], [3.972, 5.668, 0.962], [5.388, 2.738, 0.100], [5.308, 3.444, 1.743], [6.253, 4.199, 0.439], [4.212, 4.702, -0.859], [1.993, 4.180, -0.085], [2.634, 3.613, 1.442], [2.909, 2.643, 0.020], [4.162, 6.436, 0.422], [-1.359, 5.939, -2.559], [-1.018, 5.156, -1.325], [-2.125, 4.876, -0.378], [-0.262, 4.016, -1.667], [-0.429, 6.289, -3.008], [-2.001, 6.783, -2.312], [-1.856, 5.325, -3.316], [-0.335, 5.793, -0.730], [-2.785, 4.084, -0.741], [-2.660, 5.803, -0.188], [-1.684, 4.489, 0.541], [-0.422, 3.246, -1.097], [0.448, 0.094, 0.982], [-0.925, 0.754, 0.803], [-1.232, 1.599, 1.991], [-0.972, 1.623, -0.340], [0.593, -0.744, 0.308], [0.628, -0.146, 2.023], [1.184, 0.841, 0.663], [-1.702, -0.024, 0.751], [-2.226, 2.050, 1.981], [-0.557, 2.469, 2.070], [-1.059, 1.126, 2.963], [-1.206, 1.182, -1.183], [1.999, -0.807, -4.967], [2.389, -2.212, -4.603], [3.244, -2.775, -5.684], [3.161, -2.217, -3.373], [1.349, -0.816, -5.845], [2.886, -0.189, -5.100], [1.430, -0.334, -4.162], [1.530, -2.856, -4.431], [4.214, -2.257, -5.682], [2.785, -2.751, -6.667], [3.541, -3.803, -5.437], [4.086, -2.075, -3.617], [3.721, -3.612, 0.205], [3.483, -4.790, -0.629], [2.034, -5.251, -0.703], [3.984, -4.579, -1.952], [3.366, -3.733, 1.239], [3.246, -2.714, -0.181], [4.799, -3.460, 0.287], [4.010, -5.683, -0.279], [2.048, -6.162, -1.309], [1.399, -4.557, -1.262], [1.564, -5.468, 0.257], [3.731, -3.729, -2.358], [-1.691, -0.482, 5.873], [-2.210, -0.092, 7.237], [-3.559, -0.712, 7.548], [-4.493, -0.256, 6.612], [-5.710, -0.938, 6.691], [-1.222, -0.456, 8.258], [-1.846, -1.556, 5.675], [-0.617, -0.287, 5.810], [-2.169, -0.036, 5.001], [-2.337, 0.995, 7.285], [-3.847, -0.418, 8.573], [-3.515, -1.813, 7.497], [-6.338, -0.557, 5.890], [-6.223, -0.736, 7.644], [-5.571, -2.022, 6.599], [-0.732, -1.300, 7.982], [-1.689, -0.639, 9.140], [-2.812, 2.183, -3.130], [-2.080, 1.049, -2.927], [-1.974, 0.306, -4.158], [-1.258, -0.990, -3.956], [-1.767, -1.702, -2.809], [-0.933, -2.819, -2.494], [-1.547, -3.766, -1.500], [-0.868, -3.475, -0.277], [-1.541, -3.835, 0.927], [-2.329, 2.820, -3.879], [-2.960, 2.727, -2.202], [-3.825, 1.936, -3.494], [-1.524, 0.947, -4.928], [-3.013, 0.118, -4.482], [-0.190, -0.735, -3.818], [-1.392, -1.572, -4.868], [-1.843, -1.054, -2.037], [0.017, -2.519, -2.018], [-0.557, -3.364, -3.367], [-1.460, -4.834, -1.744], [-2.619, -3.544, -1.382], [-1.714, -4.920, 0.961], [-2.398, -3.186, 1.110], [-0.809, -3.689, 1.731]], "smiles": "COC[C@H](C)N.COCCNCCOC.CC(C)O.CC(C)O.CC(C)O.CC(C)O.CC(C)O", "gap_ev": 9.592, "e_tot_ev": -46352.85111, "lumo_ev": 0.618, "e_homo_ev": -8.97, "de_lowest_kcal_mol": 0.00, "spin_multiplicity": 1}